{
  "formula": "CH3O4Si",
  "method": "the ωB97M-V functional and the def2-TZVPD basis",
  "smiles": "O=C([O-])[SiH](O)O",
  "charge": -1,
  "total_energy_ev": -17156.6175,
  "species": ["O", "O", "O", "H", "O", "C", "Si", "H", "H"],
  "xyz": [[-0.668, 1.954, -1.082], [-0.089, 0.269, -2.507], [-0.767, 0.184, 1.564], [-1.050, 1.144, 1.295], [1.593, -1.004, 0.771], [-0.228, 0.876, -1.448], [0.196, -0.462, 0.087], [-0.423, -1.767, -0.364], [1.437, -1.195, 1.684]]
}

---

{
  "formula": "CH3OPS",
  "method": "the ωB97M-V functional and the def2-TZVPD basis",
  "charge": 0,
  "total_energy_ev": -23252.9670,
  "species": ["H", "H", "O", "H", "C", "S", "P"],
  "xyz": [[-1.602, 0.457, 0.871], [-0.717, -2.483, 0.054], [-1.753, -0.527, 0.591], [2.704, -1.919, -0.634], [2.575, -0.995, -0.290], [3.753, 0.004, 0.003], [-0.760, -1.179, -0.491]]
}